The following is a quantum chemistry calculation of a structure of composition C19H15DyN5S, from OMol25.

Geometry as XYZ:
```
41
Properties=species:S:1:pos:R:3:mulliken_spin:R:1
Dy 0.08 0.47 -1.57 5.01
N 2.50 1.66 -1.48 0.03
C 3.48 0.68 -1.05 0.02
C 4.80 0.78 -1.44 0.00
C 5.71 -0.31 -1.11 0.00
C 5.29 -1.28 -0.23 0.00
C 3.96 -1.33 0.21 0.00
C 3.48 -2.31 1.14 0.00
C 2.13 -2.32 1.50 0.00
C 1.26 -1.43 0.94 0.00
N 1.65 -0.45 0.09 -0.04
C 2.99 -0.40 -0.29 0.00
H 2.51 2.43 -0.84 0.00
H 2.67 2.11 -2.38 0.00
H 5.10 1.62 -2.06 0.00
H 6.72 -0.23 -1.48 0.00
H 5.90 -2.08 0.20 0.00
H 4.19 -3.13 1.46 0.00
H 1.75 -3.17 2.06 0.00
H 0.19 -1.45 1.16 0.00
N -4.07 1.10 0.65 0.00
C -4.28 -0.22 0.55 0.00
C -5.40 -1.11 0.78 0.00
C -5.20 -2.42 0.50 0.00
C -3.94 -2.92 -0.01 0.00
C -2.81 -2.09 -0.22 0.00
C -3.04 -0.78 0.01 0.00
N -2.16 0.27 -0.17 0.01
C -2.79 1.34 0.26 -0.01
C -2.06 2.58 0.22 -0.01
C -2.51 3.82 0.68 0.00
S -1.34 5.03 0.30 0.00
C -0.41 3.81 -0.47 -0.01
N -0.94 2.60 -0.49 0.00
H -4.77 1.75 1.06 0.00
H -6.31 -0.80 1.16 0.00
H -5.81 -3.32 0.72 0.00
H -3.88 -4.02 -0.08 0.00
H -1.83 -2.44 -0.52 0.00
H -3.33 4.04 1.30 0.00
H 0.50 3.90 -1.04 0.00
```

Calculated values
E_tot ... -2289.1048 a.u.
Molecular weight ... 507.93 g mol⁻¹
Multiplicity ... 6
Net charge ... +3
⟨S²⟩ ... 9.3455